1.
Density functional theory data (wB97M-V/def2-TZVPD) for a cluster of 6 separate species, C22H39NO8 in total.

```
70
Properties=species:S:1:pos:R:3:forces:R:3
N 6.525 0.540 -1.636 0.10 0.27 0.07
C 6.466 1.431 -2.779 0.05 -0.24 -0.20
C 5.404 1.154 -3.893 -0.06 0.26 0.21
C 4.336 0.100 -3.573 -0.22 0.07 -0.45
C 2.985 0.642 -3.250 0.04 0.07 0.14
C 2.316 1.709 -3.690 0.40 -0.42 0.16
C 0.980 1.723 -3.043 0.04 0.46 -0.57
O 0.124 2.551 -3.099 0.12 -0.36 0.11
O 0.860 0.560 -2.315 -0.18 0.03 0.63
C 2.087 -0.067 -2.281 0.07 -0.18 -0.12
O 2.329 -0.995 -1.574 -0.15 0.26 -0.23
H 5.788 0.709 -0.968 -0.10 -0.15 -0.03
H 6.550 -0.436 -1.887 0.00 -0.05 0.04
H 7.447 1.412 -3.255 0.03 0.06 -0.01
H 6.334 2.445 -2.406 -0.02 0.01 0.11
H 4.901 2.099 -4.100 0.00 0.03 -0.09
H 5.908 0.898 -4.823 0.07 -0.17 0.05
H 4.188 -0.513 -4.468 0.01 -0.11 0.06
H 4.622 -0.594 -2.787 0.09 0.04 0.07
H 2.676 2.438 -4.398 -0.24 0.19 0.06
C -1.363 -1.274 -1.093 0.15 -0.34 -0.08
C -2.150 -2.233 -0.243 -0.03 0.07 -0.03
C -3.360 -1.660 0.449 -0.05 -0.34 0.18
O -1.832 -3.396 -0.118 -0.02 -0.03 0.04
H -0.518 -1.794 -1.539 0.02 0.00 0.03
H -1.998 -0.872 -1.883 -0.01 0.13 0.06
H -0.997 -0.450 -0.483 -0.12 0.10 -0.03
H -4.060 -1.269 -0.290 0.06 0.15 0.01
H -3.054 -0.850 1.112 -0.10 0.09 -0.16
H -3.850 -2.440 1.031 0.00 -0.01 -0.03
C -2.950 2.463 -4.187 0.05 -0.17 -0.09
C -3.691 1.416 -3.395 0.01 0.03 0.01
C -4.895 1.879 -2.611 0.01 -0.18 0.06
O -3.340 0.259 -3.389 -0.02 -0.02 -0.02
H -2.108 2.004 -4.697 0.01 0.00 0.01
H -3.618 2.909 -4.928 -0.03 0.10 0.08
H -2.578 3.244 -3.524 -0.06 0.06 -0.03
H -5.636 2.312 -3.284 0.03 0.11 0.02
H -4.596 2.634 -1.882 -0.03 0.08 -0.06
H -5.336 1.033 -2.088 0.01 0.00 0.00
C -0.090 1.207 2.084 -0.10 -0.05 -0.20
C -1.537 1.455 2.427 -0.03 0.01 0.00
C -1.847 1.951 3.818 -0.40 -0.10 -0.14
O -2.421 1.262 1.620 0.08 0.08 0.03
H -0.015 0.852 1.059 -0.01 -0.01 0.01
H 0.480 2.128 2.195 0.05 -0.01 0.14
H 0.329 0.455 2.755 0.05 0.08 0.07
H -1.357 2.903 4.000 0.17 -0.03 0.04
H -1.500 1.226 4.558 0.12 0.08 0.02
H -2.925 2.068 3.913 0.01 -0.03 0.01
C -1.791 -6.842 0.186 0.14 -0.24 0.00
C -2.600 -7.774 1.049 0.02 0.02 -0.03
C -3.810 -7.179 1.730 -0.02 -0.20 0.08
O -2.303 -8.938 1.196 -0.01 0.00 0.01
H -0.952 -7.384 -0.247 -0.01 -0.02 0.01
H -2.410 -6.439 -0.616 -0.01 0.16 0.07
H -1.414 -6.009 0.779 -0.12 0.13 -0.09
H -4.505 -6.790 0.984 0.04 0.12 0.01
H -3.505 -6.359 2.383 -0.03 0.09 -0.09
H -4.309 -7.944 2.322 0.01 -0.01 0.00
C 0.678 3.397 6.629 -0.14 -0.01 -0.15
C 1.482 3.432 5.352 0.02 0.00 0.00
C 2.982 3.498 5.495 -0.02 -0.01 -0.20
O 0.950 3.407 4.266 0.10 0.08 0.06
H -0.382 3.350 6.396 0.00 0.00 -0.01
H 0.955 2.522 7.220 0.07 0.06 0.07
H 0.876 4.293 7.218 0.07 -0.05 0.07
H 3.345 2.627 6.043 0.01 0.06 0.10
H 3.266 4.398 6.041 0.02 -0.06 0.10
H 3.442 3.517 4.510 -0.01 0.00 0.00
```
Forces are in eV/Å.

Properties
HOMO level	-8.90	eV
LUMO energy	-0.032	Eh
strongest force on any atom	0.7	eV Å⁻¹
Kohn-Sham gap	8.03	eV
E	-1518.3461	a.u.
SMILES	NCCCC1=CC(=O)OC1=O.CC(C)=O.CC(C)=O.CC(C)=O.CC(C)=O.CC(C)=O
multiplicity	1

---

2.
Density functional theory data (wB97M-V/def2-TZVPD) for a structure of composition C13H22CoN2O5PS2.

```
46
Properties=species:S:1:pos:R:3:forces:R:3
Co -1.069 0.566 -0.209 -0.53 0.08 -0.21
C 0.222 0.959 -5.207 -0.04 -0.02 0.01
C 0.941 -0.297 -4.760 0.06 -0.02 -0.01
O 0.092 -1.230 -4.080 -0.21 0.26 -0.15
P -0.479 -0.904 -2.602 0.26 -0.19 0.41
S -2.078 0.248 -2.497 0.10 -0.03 0.07
S 0.990 -0.220 -1.455 0.14 -0.22 -0.03
O -0.925 -2.395 -2.208 -0.06 0.04 -0.07
C -0.108 -3.283 -1.447 0.06 -0.03 0.03
C 0.939 -3.963 -2.306 0.00 0.00 -0.01
H 0.887 1.556 -5.834 0.02 0.00 0.00
H -0.086 1.558 -4.352 -0.01 0.01 0.01
H -0.670 0.706 -5.782 0.00 0.00 -0.01
H 1.780 -0.047 -4.104 -0.02 0.00 0.00
H 1.326 -0.851 -5.617 -0.01 0.00 0.00
H -0.801 -4.006 -1.017 0.00 0.00 -0.01
H 0.362 -2.729 -0.632 -0.01 0.00 -0.02
H 0.472 -4.513 -3.125 0.00 0.01 -0.01
H 1.520 -4.662 -1.700 -0.01 -0.01 0.01
H 1.621 -3.225 -2.728 0.00 0.01 0.01
O -1.775 -1.217 0.427 0.17 0.22 -0.14
N -1.608 -1.425 1.665 0.11 0.06 0.07
N -0.918 -0.524 2.251 0.02 -0.05 -0.30
O -0.399 0.511 1.619 -0.19 0.08 0.05
C -0.680 -0.626 3.645 0.01 -0.07 0.20
C -0.005 0.416 4.268 -0.06 -0.10 -0.06
C 0.239 0.336 5.630 0.00 -0.02 0.06
C -0.181 -0.765 6.361 0.04 0.05 0.04
C -0.855 -1.797 5.722 -0.02 -0.03 -0.04
C -1.110 -1.741 4.362 0.06 0.11 0.07
H 0.309 1.260 3.673 0.01 -0.01 0.00
H 0.764 1.146 6.121 0.00 0.00 0.00
H 0.016 -0.820 7.424 0.00 0.00 0.00
H -1.186 -2.660 6.286 0.00 0.00 0.00
H -1.633 -2.537 3.857 0.00 -0.01 -0.03
C 0.543 3.226 1.114 0.05 -0.02 -0.01
C -0.248 3.394 -0.185 -0.01 0.07 -0.07
C 0.714 3.542 -1.369 -0.01 -0.01 -0.02
O -1.189 2.408 -0.418 0.10 -0.23 0.11
H 1.190 4.093 1.276 0.02 0.02 0.02
H 1.168 2.329 1.073 -0.03 0.03 -0.02
H -0.136 3.126 1.962 -0.01 0.00 -0.01
H -0.800 4.349 -0.098 0.03 0.00 0.01
H 1.295 2.627 -1.496 0.00 -0.01 0.03
H 1.402 4.382 -1.225 0.00 0.02 -0.01
H 0.144 3.702 -2.286 -0.01 0.01 0.00
```
Forces are in eV/Å.

Properties
HOMO level (spin up / spin down)	-4.34 / -4.47	eV
LUMO energy (spin up / spin down)	0.104 / 0.104	Eh
strongest force on any atom	0.6	eV Å⁻¹
Kohn-Sham gap (spin up / spin down)	7.18 / 7.31	eV
E	-3514.8505	a.u.
multiplicity	2
total charge	-1

---

3.
Density functional theory data (wB97M-V/def2-TZVPD) for an isolated molecule of C23H28F3NO6.

```
61
Properties=species:S:1:pos:R:3:forces:R:3
C -0.704 -3.987 0.935 -0.02 -0.13 0.08
O -0.627 -2.849 0.106 -0.10 0.24 0.05
C 0.232 -2.979 -1.004 0.50 0.05 -0.08
C 1.713 -2.782 -0.668 -0.42 -0.29 -0.08
O 1.967 -1.394 -0.578 0.04 0.33 0.06
C 3.244 -0.988 -0.317 0.26 0.17 0.04
C 4.304 -1.843 -0.055 -0.24 -0.06 -0.06
C 5.571 -1.341 0.196 0.11 0.33 0.02
C 5.777 0.027 0.190 0.01 -0.20 0.07
C 7.150 0.584 0.430 0.29 0.03 -0.05
F 7.796 0.852 -0.723 -0.08 0.02 -0.19
F 7.138 1.728 1.127 -0.22 0.17 0.07
F 7.944 -0.264 1.106 -0.06 -0.26 0.09
C 4.731 0.903 -0.075 0.08 -0.09 0.03
C 3.463 0.407 -0.330 0.27 -0.22 0.01
N 2.372 1.228 -0.607 -0.46 -0.42 0.01
C 2.382 2.564 -0.852 -0.59 -0.09 -0.03
O 3.361 3.271 -0.868 0.14 0.24 -0.05
C 1.001 3.148 -1.154 0.25 0.66 0.06
O -0.082 2.262 -0.918 0.11 -0.25 -0.37
C -0.813 2.474 0.197 -0.21 0.00 0.37
O -0.536 3.315 1.008 0.03 -0.02 0.00
C -2.042 1.590 0.253 0.25 0.22 0.04
C -3.166 2.385 -0.439 -0.13 -0.05 0.00
C -4.464 1.581 -0.377 -0.17 0.12 -0.11
C -4.845 1.334 1.082 0.06 -0.02 -0.02
C -3.730 0.545 1.767 -0.01 -0.05 0.22
C -3.534 -0.792 1.055 -0.07 0.07 -0.16
C -3.160 -0.549 -0.413 -0.02 0.18 0.15
O -3.021 -1.771 -1.109 0.01 -0.16 -0.14
C -4.275 0.247 -1.093 0.19 -0.14 0.10
C -1.852 0.256 -0.467 -0.23 -0.07 -0.10
C -2.429 1.343 1.715 -0.06 0.07 0.00
H -1.463 -3.768 1.683 0.03 -0.08 0.03
H 0.244 -4.196 1.439 -0.02 0.02 -0.01
H -1.005 -4.869 0.359 0.00 0.01 0.02
H -0.073 -2.204 -1.710 0.05 -0.11 -0.05
H 0.098 -3.964 -1.470 0.01 0.06 0.00
H 1.952 -3.274 0.283 0.04 0.02 -0.11
H 2.325 -3.224 -1.464 -0.02 0.04 0.09
H 4.164 -2.911 -0.047 -0.08 -0.09 -0.01
H 6.387 -2.016 0.399 0.06 -0.05 0.03
H 4.898 1.968 -0.089 -0.03 0.00 0.01
H 1.483 0.746 -0.687 0.11 0.20 0.00
H 0.972 3.425 -2.212 0.03 -0.09 0.14
H 0.881 4.051 -0.544 0.13 -0.21 -0.18
H -3.294 3.346 0.063 0.03 0.05 0.00
H -2.892 2.575 -1.479 0.02 0.04 -0.05
H -5.258 2.150 -0.873 0.05 -0.03 0.03
H -5.781 0.774 1.130 -0.07 0.00 0.02
H -4.994 2.286 1.594 -0.05 0.04 0.04
H -4.000 0.364 2.813 0.03 0.02 -0.06
H -4.449 -1.386 1.097 -0.02 -0.06 -0.03
H -2.736 -1.363 1.538 0.06 -0.06 0.03
H -2.308 -2.266 -0.678 0.03 0.01 0.03
H -5.194 -0.340 -1.067 -0.05 -0.06 -0.01
H -4.011 0.402 -2.141 0.02 -0.01 -0.08
H -1.580 0.420 -1.511 -0.01 -0.05 -0.02
H -1.057 -0.323 0.011 0.07 -0.04 0.02
H -2.544 2.299 2.225 0.04 0.00 0.02
H -1.630 0.792 2.216 0.06 0.00 0.04
```
Forces are in eV/Å.

Properties
HOMO level	-8.76	eV
LUMO energy	0.014	Eh
strongest force on any atom	0.7	eV Å⁻¹
Kohn-Sham gap	9.13	eV
E	-1699.1148	a.u.
SMILES	COCCOc1ccc(C(F)(F)F)cc1NC(=O)COC(=O)[C@@]12C[C@@H]3C[C@@H](C[C@@](O)(C3)C1)C2
multiplicity	1

---

4.
Density functional theory data (wB97M-V/def2-TZVPD) for a cluster of 11 separate species, C6H35NO11 in total.

```
53
Properties=species:S:1:pos:R:3:forces:R:3
C -1.760 1.873 1.668 -1.98 0.49 -0.45
C -2.393 2.685 2.804 -1.14 0.65 0.62
C -0.699 2.624 0.874 -3.04 0.37 -0.46
N -0.326 2.061 -0.402 2.94 -0.37 0.82
C 0.422 3.105 -1.143 -0.06 -0.53 -2.87
C 0.346 0.682 -0.326 -3.65 1.07 3.86
C -0.523 -0.449 -0.880 1.04 -0.12 0.42
O 0.077 -0.934 -2.005 0.99 -1.71 -2.03
H -2.628 1.664 0.984 0.82 0.20 0.24
H -1.583 0.927 2.105 1.40 -1.11 0.04
H -2.968 3.550 2.375 -0.17 -1.11 0.38
H -3.029 1.959 3.456 0.87 1.64 -1.26
H -1.735 3.250 3.474 0.51 -0.73 -0.01
H 0.221 2.769 1.383 1.04 0.19 0.87
H -1.144 3.607 0.606 0.41 -0.31 0.57
H 1.377 3.319 -0.620 -0.53 -0.21 -0.31
H -0.177 3.988 -1.258 -0.32 0.60 0.79
H 0.583 2.910 -2.277 0.17 -0.46 2.20
H 0.479 0.468 0.841 0.07 0.62 -2.66
H 1.167 0.845 -0.909 2.41 -0.13 -1.00
H -0.406 -1.346 -0.261 -1.02 0.94 0.73
H -1.524 -0.138 -1.115 -0.75 -0.01 0.60
H 0.321 -0.344 -2.722 -0.09 0.73 -0.37
H 2.674 0.036 -1.791 0.38 0.71 -0.57
H 1.781 -1.164 -1.687 1.32 -0.05 -0.12
O 2.744 -0.897 -1.636 -0.93 -1.08 0.48
H -1.370 -1.737 -2.755 9.40 4.34 4.64
H -1.772 -2.996 -3.289 -1.13 2.27 0.13
O -2.059 -2.030 -3.107 -8.56 -6.95 -4.97
H -2.267 -2.741 -0.638 -0.53 -0.68 2.49
H -2.343 -3.056 1.112 -0.03 -0.06 -2.57
O -2.363 -2.457 0.322 -0.67 1.56 -0.30
H 1.553 -2.502 2.972 1.30 1.10 0.03
H 2.755 -1.687 2.322 0.02 -0.01 -0.49
O 2.266 -1.828 3.134 -1.37 -1.30 1.00
H -0.253 -1.439 3.992 -0.51 -0.45 -2.51
H -1.505 -1.501 3.124 -1.47 0.11 -0.03
O -0.581 -1.646 3.040 1.79 0.27 2.32
H -0.536 -3.899 1.598 -0.07 -1.09 -2.52
H -0.412 -3.370 0.183 0.05 0.00 -0.23
O -0.627 -4.200 0.611 1.07 0.17 3.16
H -1.568 2.297 -2.632 0.68 -1.04 -3.99
H -2.091 1.703 -4.035 -0.31 -0.15 -0.14
O -1.281 2.025 -3.635 -0.38 1.11 4.21
H 0.871 1.463 -3.496 -2.62 2.25 -0.48
H 1.983 0.932 -4.371 -0.63 -0.34 1.48
O 1.544 0.850 -3.476 2.98 -1.69 -1.38
H 1.507 0.693 2.398 0.52 -0.69 0.01
H 1.875 0.397 3.912 -1.52 1.25 -2.05
O 1.297 0.978 3.285 1.08 -0.58 2.01
H 3.190 -0.845 0.079 0.32 0.55 0.28
H 3.722 0.218 1.268 -1.25 -2.28 -1.05
O 3.130 -0.583 1.030 1.14 2.10 0.42
```
Forces are in eV/Å.

Properties
HOMO level (spin up / spin down)	-13.09 / -13.09	eV
LUMO energy (spin up / spin down)	-0.109 / -0.277	Eh
strongest force on any atom	12.1	eV Å⁻¹
Kohn-Sham gap (spin up / spin down)	10.12 / 5.54	eV
E	-1131.5355	a.u.
multiplicity	2
total charge	+1

---

Relative energy (zero: lowest compared OMol25 entry of this formula, charge and spin): 0.0 18.3 0.0 312.9 (kJ/mol)